1.
Entry from OMol25: a structure of composition C16H42CoO6 in a non-equilibrium geometry (ωB97M-V with the def2-TZVPD basis set).

Geometry as XYZ:
```
65
Properties=species:S:1:pos:R:3:forces:R:3:lowdin_charge:R:1
Co 0.27707 -0.20480 0.07011 -0.28 0.44 1.00 0.793
C 4.38111 -1.06016 -1.08288 -1.52 0.08 -0.85 -0.111
C 3.74603 -0.59925 0.24730 -0.08 0.76 0.29 -0.415
O 2.38943 -0.19466 0.37575 -0.08 -0.49 -0.82 -0.341
H 4.32924 -0.29638 -1.85880 -0.10 0.40 0.01 0.055
H 3.77560 -1.86863 -1.49254 0.30 -0.37 0.05 0.032
H 5.42805 -1.36328 -1.07133 -0.04 -0.08 0.64 0.066
H 4.35628 0.25783 0.53211 0.24 0.27 0.36 0.082
H 4.00289 -1.38744 0.95502 -0.19 -0.28 0.40 0.083
C -4.07546 0.66351 0.77660 1.15 0.08 -0.16 -0.107
C -3.37439 -0.06714 -0.38945 1.70 0.07 1.10 -0.418
O -1.95262 -0.14285 -0.31445 -0.32 0.10 0.28 -0.343
H -5.14489 0.68377 0.56683 -0.04 0.50 0.19 0.067
H -3.58009 1.61426 0.97355 -0.58 0.48 -0.31 0.037
H -3.90540 0.13276 1.71335 -0.17 -0.44 -0.02 0.046
H -3.63039 0.38258 -1.34877 -0.47 0.08 -0.15 0.084
H -3.88107 -1.02504 -0.27190 0.22 -0.87 -0.78 0.076
C 1.38453 -2.33870 -2.74488 -0.12 -0.06 0.37 -0.037
C 0.05859 -2.18872 -2.00114 -0.94 0.21 -0.95 -0.472
C -1.02704 -3.28353 -2.24827 1.35 1.07 -0.60 -0.009
O 0.29731 -2.17104 -0.61677 0.29 -0.50 0.36 -0.104
H 1.83406 -3.29229 -2.46797 0.18 -0.22 -0.36 0.086
H 2.06262 -1.56093 -2.39365 -0.15 0.04 0.13 0.053
H 1.32609 -2.20006 -3.82445 -0.27 -0.39 -0.03 0.086
H -0.24942 -1.16436 -2.21071 -0.85 -0.22 -0.18 0.105
H -0.53410 -4.22573 -2.00871 -0.10 -0.32 -0.23 0.077
H -1.25166 -3.21835 -3.31287 -0.33 -0.48 0.01 0.081
H -1.92394 -3.20363 -1.63403 0.18 0.47 -0.08 0.078
H 0.69140 -3.02933 -0.44458 0.32 0.09 0.81 0.121
C 0.72788 1.35445 -3.91371 1.33 -0.02 2.16 -0.012
C 1.15768 1.77030 -2.43567 -0.37 1.32 -1.47 -0.428
C 1.07866 3.30297 -2.36346 0.83 0.10 0.95 -0.061
O 0.26240 1.25891 -1.47765 0.08 -0.15 -0.65 -0.107
H 0.41441 0.31053 -3.92170 -0.15 0.12 -0.15 0.058
H 1.65323 1.45018 -4.48175 -0.36 0.15 -0.55 0.079
H -0.05748 2.05279 -4.20288 0.06 -0.28 -0.39 0.079
H 2.17719 1.53299 -2.13176 -0.15 -0.68 -0.23 0.136
H 0.09081 3.76262 -2.39495 -0.28 -0.35 -0.82 0.085
H 1.79006 3.73580 -3.06680 -0.33 0.22 -0.19 0.086
H 1.39314 3.62860 -1.37191 0.43 -0.12 0.18 0.072
H -0.55093 1.69276 -1.74575 -0.94 -0.58 0.75 0.107
C 0.39843 2.72107 3.20535 -0.49 0.57 -0.11 -0.039
C -0.56821 2.26294 2.10154 0.59 2.05 0.59 -0.450
C -1.22945 3.40907 1.29454 -0.67 0.09 0.99 -0.020
O 0.25189 1.67225 1.16904 0.86 -2.22 -1.34 -0.120
H -0.16656 3.09428 4.05952 0.30 0.12 0.15 0.084
H 1.04679 3.49878 2.80175 -0.06 0.41 0.10 0.084
H 1.08652 1.92549 3.49117 -0.39 -0.30 0.14 0.087
H -1.25359 1.59332 2.62111 -0.26 -0.37 -0.87 0.134
H -1.52739 4.21218 1.96859 -0.36 0.11 -0.08 0.077
H -2.07838 3.05657 0.70873 -0.13 -0.11 0.30 0.061
H -0.57450 3.84651 0.54103 0.54 -0.16 0.32 0.072
H 1.09271 2.13551 1.17358 0.30 -0.26 -0.20 0.104
C -1.55502 -2.83122 2.15814 -1.78 -0.18 0.58 -0.026
C -1.28144 -1.42448 2.75818 0.08 -0.75 -1.33 -0.437
C -0.79575 -1.46386 4.15329 -1.04 -0.62 2.49 -0.056
O -0.17837 -0.92420 2.04214 1.50 0.66 -0.98 -0.114
H -2.45529 -3.32751 2.52050 -0.34 0.34 0.85 0.074
H -0.80397 -3.57365 2.42796 0.56 0.35 -0.30 0.081
H -1.83855 -2.85519 1.10593 0.94 0.62 -0.26 0.067
H -2.02139 -0.65168 2.54997 -0.56 -0.58 0.16 0.122
H -1.55298 -1.69850 4.90138 -0.62 -0.44 -0.28 0.086
H -0.45413 -0.53700 4.61406 0.62 0.22 -0.81 0.087
H -0.09713 -2.29088 4.28001 0.51 0.25 -0.05 0.091
H 0.60886 -1.35111 2.38799 0.46 0.07 -0.10 0.105
```
Positions in Å, forces in eV/Å.

Properties
Relative energy (zero: lowest compared OMol25 entry of this formula, charge and spin)   76.2 kcal/mol
E_LUMO (spin up / spin down)   0.65 / 0.65 eV
Total charge   0
E   -2468.88219 Eh
HOMO-LUMO gap (spin up / spin down)   7.90 / 7.82 eV
Spin multiplicity   4

2.
Entry from OMol25: a structure of composition C16H42CuN2O6 in a non-equilibrium geometry (ωB97M-V with the def2-TZVPD basis set).

Geometry as XYZ:
```
67
Properties=species:S:1:pos:R:3:forces:R:3:lowdin_charge:R:1
Cu -29.85848 -3.82841 9.54680 0.35 -0.04 0.14 0.381
C -30.49750 -8.44349 10.72546 -1.10 -0.18 -0.50 -0.057
C -31.05852 -7.22646 9.98093 0.03 0.48 0.46 -0.271
O -30.12505 -6.13912 10.06435 -0.35 0.02 -0.51 -0.119
H -30.99010 -9.33996 10.33682 -0.12 -0.01 0.30 0.079
H -30.75155 -8.31350 11.77443 0.30 -0.27 0.13 0.078
H -29.43510 -8.64353 10.60439 0.12 0.46 -0.09 0.062
H -31.96926 -6.85387 10.45641 0.12 -0.16 0.35 0.113
H -31.42440 -7.42141 8.96617 0.72 -0.16 -0.25 0.108
H -29.29452 -6.43002 9.64448 0.08 0.25 0.21 0.045
C -32.08490 -3.25355 5.47544 0.22 0.08 -0.41 -0.070
C -32.10635 -3.07115 7.00163 0.57 0.43 -1.63 -0.285
O -31.37486 -4.13694 7.60255 -0.52 -0.31 0.48 -0.100
H -32.67117 -2.56353 4.86212 -0.23 0.25 0.60 0.081
H -32.45802 -4.23984 5.18644 0.14 -0.10 0.16 0.079
H -31.07133 -3.12921 5.08676 0.07 -0.32 0.12 0.069
H -33.14743 -2.92871 7.29626 0.13 -0.33 0.65 0.110
H -31.50031 -2.20307 7.26358 -0.43 0.24 0.11 0.107
H -31.79310 -4.97794 7.37779 0.05 0.07 0.08 0.103
C -29.68490 -0.29276 9.73706 0.37 0.11 0.41 -0.078
O -29.36039 -1.51486 9.11060 -0.27 -0.03 -0.33 -0.225
C -28.52971 -1.39579 7.97691 -0.51 0.06 -0.74 -0.197
C -28.51425 -2.69586 7.21056 1.09 0.11 -0.68 -0.198
N -28.00346 -3.78572 8.01687 -1.05 -1.19 0.48 -0.041
C -27.84295 -5.04421 7.28211 0.14 0.37 0.06 -0.166
C -27.08454 -6.11522 8.04941 -0.19 0.15 -0.13 -0.191
O -27.60420 -6.26184 9.36053 0.72 0.16 0.06 -0.233
C -26.82725 -7.18170 10.10675 0.37 -0.89 -0.42 -0.086
H -28.80915 0.07103 10.28625 -0.07 0.10 0.12 0.097
H -30.50531 -0.48387 10.42633 0.03 -0.06 0.05 0.084
H -29.99140 0.50988 9.06086 -0.03 -0.24 -0.32 0.098
H -27.50013 -1.10488 8.20804 -0.02 0.00 0.41 0.132
H -28.93245 -0.63846 7.29251 0.00 0.15 0.12 0.133
H -27.91270 -2.49949 6.30381 0.45 -0.02 0.22 0.132
H -29.45202 -2.98437 6.73632 -0.37 0.03 0.67 0.092
H -27.23268 -3.62380 8.64968 0.15 0.64 -0.04 0.096
H -27.23319 -4.86759 6.38664 -0.23 -0.10 -0.27 0.127
H -28.84301 -5.36877 6.98899 0.07 -0.19 -0.13 0.121
H -26.01838 -5.86340 8.08290 -0.01 0.17 0.26 0.129
H -27.13648 -7.07540 7.52288 -0.15 0.05 -0.13 0.136
H -27.01968 -8.19790 9.73479 -0.26 -0.02 0.34 0.096
H -27.03494 -7.09641 11.16806 -0.27 0.04 -0.02 0.094
H -25.74637 -7.08238 9.95153 -0.09 0.60 0.02 0.095
C -33.10458 -2.84387 10.62143 0.33 0.60 0.27 -0.055
O -31.74241 -3.15633 10.89587 -0.05 -0.50 -0.53 -0.221
C -31.38862 -3.00504 12.24489 0.19 -0.23 0.56 -0.220
C -30.05598 -3.69630 12.53920 -0.66 1.77 0.14 -0.178
N -28.98225 -3.08386 11.75445 0.23 -0.99 -0.78 -0.046
C -27.67320 -3.57655 12.18258 0.07 -0.38 0.55 -0.182
C -26.46695 -2.76924 11.75604 0.05 -0.45 0.10 -0.208
O -26.21046 -2.89353 10.36500 0.40 0.00 0.38 -0.215
C -24.86684 -2.51287 10.08515 -0.49 1.21 -0.64 -0.094
H -33.42888 -3.25891 9.67143 0.31 -0.26 0.00 0.078
H -33.18635 -1.75419 10.54949 -0.30 -0.01 0.12 0.098
H -33.73039 -3.22134 11.43152 -0.16 0.03 -0.08 0.095
H -32.14607 -3.42336 12.91906 -0.09 -0.27 -0.21 0.128
H -31.34158 -1.95069 12.55197 0.17 0.18 -0.32 0.130
H -30.14253 -4.76328 12.35528 0.27 -0.09 -0.02 0.121
H -29.90845 -3.45273 13.59949 0.17 -0.62 0.22 0.126
H -29.00886 -2.07287 11.77368 -0.14 0.04 0.19 0.109
H -27.56094 -4.62319 11.88335 -0.01 0.12 -0.40 0.118
H -27.63306 -3.64620 13.28229 0.00 0.31 0.04 0.125
H -25.58241 -3.13920 12.28405 -0.12 -0.28 0.19 0.125
H -26.54789 -1.73046 12.10131 -0.20 0.22 -0.44 0.132
H -24.07535 -3.12326 10.52126 -0.30 -0.44 0.06 0.093
H -24.70698 -1.48241 10.42746 0.07 -0.05 0.11 0.093
H -24.79489 -2.46076 8.99790 0.24 -0.31 0.05 0.089
```
Positions in Å, forces in eV/Å.

Properties
Relative energy (zero: lowest compared OMol25 entry of this formula, charge and spin)   0.0 kcal/mol
E_LUMO   -1.70 eV
Total charge   +1
E   -2835.96293 Eh
HOMO-LUMO gap   8.63 eV

3.
Entry from OMol25: a cluster of 10 separate species, C16H42F6N16O12 in total in a non-equilibrium geometry (ωB97M-V with the def2-TZVPD basis set).

Geometry as XYZ:
```
92
Properties=species:S:1:pos:R:3:forces:R:3:lowdin_charge:R:1
C -2.51484 -1.57061 3.23965 0.07 -1.56 1.04 -0.041
C -1.59166 -1.20564 4.43459 -0.71 0.99 -1.17 -0.181
O -2.34738 -1.24274 5.66095 -0.15 -0.48 0.83 0.011
C -1.91163 -2.01174 6.67352 3.34 -1.83 -1.16 -0.304
O -0.83951 -2.66409 6.65525 -3.89 2.17 0.46 0.106
C -2.94129 -1.99230 7.86432 3.40 1.66 -0.20 -0.545
F -3.95668 -2.75418 7.57562 -0.86 0.00 0.52 0.219
F -2.29010 -2.35279 8.98397 -0.79 -0.79 -0.42 0.158
F -3.22972 -0.68419 8.08240 -1.13 -0.67 -0.34 0.144
H -1.94517 -1.79742 2.33847 0.03 0.41 -0.02 0.062
H -3.34529 -0.88533 3.06985 0.50 0.46 -0.01 0.080
H -3.03087 -2.50273 3.46978 0.09 -0.28 0.04 0.077
H -1.39431 -0.15581 4.21777 0.48 0.15 0.66 0.094
H -0.64397 -1.72888 4.56189 -0.39 -0.30 -0.24 0.108
C 1.81313 -0.31709 3.06149 1.36 -0.62 1.06 -0.056
C 2.84569 -0.53735 1.91317 -1.02 -0.34 0.80 -0.121
O 3.79703 -1.62689 2.29669 1.53 -0.03 -0.09 0.013
C 4.85449 -1.86739 1.49047 -2.30 3.19 -7.01 -0.283
O 4.97543 -1.36165 0.30072 -0.45 -1.87 5.50 0.077
C 5.83319 -2.96598 1.79067 1.17 -0.16 1.38 -0.607
F 6.06516 -3.87441 0.84365 -1.08 0.17 -0.26 0.177
F 7.03302 -2.46129 2.05722 0.62 0.92 -0.02 0.173
F 5.44557 -3.55728 2.89897 -0.58 -1.29 0.90 0.179
H 1.06750 -1.08453 3.26926 -0.20 -0.07 -0.89 0.051
H 1.38677 0.68341 3.13437 -0.07 -0.09 -0.75 0.049
H 2.35256 -0.36122 4.00763 0.51 0.08 0.09 0.083
H 3.35559 0.41734 1.78404 0.33 -0.34 -0.55 0.107
H 2.33251 -0.91964 1.03078 0.31 0.47 -0.26 0.100
C -3.95530 0.97461 -3.42863 -0.01 -3.14 0.29 -0.776
O -4.34509 -0.08816 -2.95159 -0.86 -0.72 1.38 -0.012
N -2.75229 1.39383 -3.33316 4.15 1.40 1.15 0.211
N -4.66255 1.62573 -4.27477 -3.44 1.97 -2.39 0.185
H -2.45543 2.07875 -4.01349 0.70 -0.23 0.59 0.122
H -2.10721 0.81881 -2.81036 0.39 0.35 -0.40 0.107
H -5.61183 1.28109 -4.28865 -0.07 0.73 -0.65 0.134
H -4.31293 2.47598 -4.69302 -0.81 -0.13 0.03 0.125
C -0.31663 -0.92014 -4.94481 0.16 2.06 1.37 -0.770
O -0.12485 0.05381 -4.22913 0.77 0.91 0.83 0.001
N 0.17304 -2.10779 -4.83148 1.85 -2.09 0.83 0.198
N -1.12986 -0.87841 -5.95788 -1.99 0.97 -2.43 0.178
H -0.30443 -2.71739 -5.47995 1.23 -1.29 1.10 0.112
H 0.77309 -2.28498 -4.03861 -0.30 -0.87 -0.32 0.108
H -1.44507 -1.80506 -6.20703 -1.10 1.08 -0.92 0.109
H -1.55522 0.03178 -6.06137 -0.69 -0.71 -0.55 0.124
C 0.55659 -3.80224 -1.21191 -2.11 0.33 -2.88 -0.725
O -0.50267 -3.37407 -0.78441 -0.97 0.20 1.48 -0.010
N 0.66746 -4.16216 -2.50730 0.11 -0.27 -0.97 0.167
N 1.69454 -3.86648 -0.60997 2.51 0.02 2.33 0.201
H -0.17594 -4.22267 -3.05967 -0.22 -0.15 -0.23 0.072
H 1.57468 -4.46418 -2.83262 -0.61 -0.27 -0.37 0.110
H 2.46525 -3.92287 -1.26029 0.50 0.19 1.11 0.123
H 1.72473 -3.42002 0.29549 0.66 -0.10 -0.19 0.123
C 3.51510 3.62727 0.93634 0.41 -3.01 0.34 -0.744
O 4.10685 2.55590 0.92198 0.22 -0.47 -0.56 0.020
N 3.89198 4.60185 1.72148 0.59 3.11 1.49 0.167
N 2.35471 3.84791 0.32697 -2.04 0.63 -1.61 0.165
H 3.38585 5.46847 1.60787 0.68 0.08 0.49 0.101
H 4.70523 4.53609 2.31680 -0.32 -0.05 -0.30 0.126
H 1.83880 4.70105 0.48852 0.28 -0.30 -0.24 0.080
H 1.98166 3.24349 -0.39109 0.27 -0.27 0.22 0.079
C 0.71083 4.85059 -3.51534 1.43 2.35 -1.58 -0.815
O 1.04077 5.81847 -4.16241 0.38 1.31 -1.55 0.023
N 0.06742 5.00230 -2.39794 -2.18 -0.49 3.57 0.162
N 1.04480 3.62369 -3.80675 0.45 -3.17 -0.84 0.187
H -0.15781 4.13533 -1.93132 -0.45 0.58 0.64 0.086
H -0.23486 5.91918 -2.10120 0.10 -0.47 -0.09 0.120
H 0.72607 2.88063 -3.20146 0.33 -0.43 -0.37 0.073
H 1.44317 3.42734 -4.71386 -0.07 -0.01 0.41 0.124
C -2.93590 -3.13878 -3.44018 1.23 1.29 -0.73 -0.700
O -2.11745 -3.96190 -3.86817 -0.37 -0.68 -0.02 -0.022
N -3.95516 -2.61739 -4.15483 -0.51 -1.66 -2.04 0.155
N -2.79551 -2.43381 -2.34327 0.88 0.53 2.78 0.188
H -3.80766 -2.93985 -5.10054 -0.83 0.51 -0.24 0.099
H -4.25977 -1.67956 -3.93624 -0.14 0.02 -0.22 0.057
H -2.01546 -2.61130 -1.72673 -0.16 -0.32 -0.02 0.057
H -3.35273 -1.59739 -2.24318 0.02 -0.04 0.26 0.071
C 0.16195 0.44145 -0.74045 -0.08 0.50 -0.18 -0.679
O 0.50665 1.56624 -1.13089 -0.06 -0.30 -0.28 -0.008
N 0.07818 -0.68404 -1.47576 0.41 0.60 -1.05 0.190
N -0.20720 0.21549 0.52561 -0.10 0.39 0.49 0.177
H -0.44626 -1.47734 -1.13556 0.25 -0.04 -0.18 0.049
H 0.13868 -0.48393 -2.46389 -0.07 -0.31 -0.51 0.051
H -0.11353 1.02303 1.12495 -0.24 -0.75 0.58 0.096
H -0.48766 -0.73872 0.70150 0.00 0.56 1.08 0.094
C 0.50646 3.34985 3.51108 0.80 0.99 3.28 -0.826
O 1.35767 3.49035 4.35310 1.75 -0.94 1.11 0.060
N 0.31563 4.21544 2.60571 -0.40 4.91 -5.53 0.167
N -0.51010 2.53850 3.59193 -2.90 -4.35 1.00 0.158
H -0.45846 4.16866 1.95864 0.31 0.03 0.13 0.117
H 0.88856 5.04528 2.54898 0.03 -0.47 0.17 0.119
H -1.35751 2.67292 3.05909 0.26 0.01 0.27 0.113
H -0.60129 2.08185 4.48817 -0.10 -0.11 -0.24 0.116
```
Positions in Å, forces in eV/Å.

Properties
Relative energy (zero: lowest compared OMol25 entry of this formula, charge and spin)   96.7 kcal/mol
E_LUMO   -0.21 eV
Total charge   0
E   -3013.25712 Eh
HOMO-LUMO gap   9.35 eV
Structure (SMILES)   CCOC(=O)C(F)(F)F.CCOC(=O)C(F)(F)F.NC(N)=O.NC(N)=O.NC(N)=O.NC(N)=O.NC(N)=O.NC(N)=O.NC(N)=O.NC(N)=O